Molecular formula: C4H13NOS
Method: DFT, wB97M-V/def2-TZVPD

The LUMO energy comes out at 0.80 eV. As for the HOMO-LUMO gap: 9.33 eV. The HOMO energy comes out at -8.53 eV. As for the SMILES: CSCCCN.O. The relative energy (zero: lowest compared OMol25 entry of this formula, charge and spin) is 29.7 kcal/mol.

```
! wB97M-V def2-TZVPD RIJCOSX def2/J DEFGRID3
* xyz 0 1
C 0.85 1.72 -0.80
C 0.08 0.42 -0.59
C -0.43 0.22 0.87
S -2.17 -0.20 0.77
C -2.46 -1.22 -0.69
N 1.87 1.92 0.25
H 1.48 1.58 -1.67
H 0.17 2.57 -0.76
H -0.69 0.37 -1.36
H 0.83 -0.35 -0.77
H 0.32 -0.37 1.39
H -0.27 1.18 1.36
H -3.30 -1.88 -0.50
H -1.66 -1.95 -0.83
H -2.67 -0.70 -1.62
H 2.74 2.20 -0.16
H 1.65 2.52 1.03
H 0.68 -2.96 1.84
H 1.62 -2.07 1.09
O 1.38 -2.99 1.17
*
```